Record 1
Below is 18 unconnected molecules or ions with the total composition C24H62BN19O38 in a non-equilibrium geometry, with properties calculated with ωB97M-V with the def2-TZVPD basis set.

XYZ file:
```
144
Properties=species:S:1:pos:R:3:forces:R:3
C -0.23860 -2.43889 -0.64027 -0.90 -0.14 1.37
C -1.65037 -1.68633 -0.84424 -1.43 -1.04 -1.58
O -2.35955 -2.14748 -1.78070 1.85 1.31 2.34
N -2.10629 -0.60163 -0.01237 3.59 -2.85 0.08
B -2.26751 0.74443 -0.74828 -1.62 1.07 -0.95
C -1.49955 0.88623 -2.19066 1.49 0.80 -1.51
C 0.08597 0.93675 -2.10419 -0.97 -0.55 -0.91
N 0.90186 0.26017 -2.88256 -0.57 1.32 1.47
C -3.88145 1.05692 -1.01544 -4.14 -0.75 -0.09
O -4.22774 2.28389 -1.22713 0.84 -1.22 0.29
O -4.86912 0.10631 -0.98781 3.32 2.40 0.27
C -1.37771 -0.51424 1.25531 -1.59 -0.67 2.05
C 0.10177 0.00671 1.52214 -0.26 -0.68 0.26
O -2.02140 -0.90017 2.26990 1.93 0.93 -2.24
H -0.34464 -2.97455 0.38238 0.75 1.30 -1.70
H -0.13955 -3.27486 -1.41396 -0.18 1.45 0.82
H 0.63714 -1.72432 -0.63204 -1.01 -0.91 -0.14
H -1.90374 1.62657 -0.01079 0.37 0.13 0.40
H -1.86251 0.14540 -2.98985 0.85 0.80 1.13
H -1.79794 1.92617 -2.60951 0.38 -1.55 0.95
H 0.51883 1.62787 -1.30196 -0.65 -0.79 -0.88
H 1.85764 0.51655 -2.57013 -0.43 -0.19 -0.16
H 0.07657 1.00349 2.08784 -0.13 -1.27 -1.08
H 0.80808 0.01750 0.63101 -2.58 0.46 1.61
H 0.56140 -0.73780 2.26681 -1.06 1.17 -1.34
C -4.97864 -0.53802 2.97026 -0.12 -0.21 -0.25
N -5.72298 -0.28597 4.23380 0.27 -0.01 -0.32
O -6.87860 -0.68435 4.30036 0.07 0.21 0.36
O -5.12861 0.30121 5.11863 -0.52 -0.21 -0.04
H -5.63064 -1.06602 2.27849 0.05 0.17 0.06
H -4.68533 0.42773 2.56109 0.19 -0.15 0.00
H -4.10670 -1.14189 3.21537 0.09 0.31 -0.09
C 4.62551 -0.56117 0.40592 0.25 -0.13 0.06
N 3.50530 0.19784 -0.20341 -0.09 -0.06 -0.01
O 3.78457 1.00958 -1.07144 -0.24 -0.16 0.18
O 2.38581 -0.04857 0.21224 2.26 0.15 -0.92
H 5.55738 -0.24219 -0.05601 -0.17 0.01 -0.03
H 4.62831 -0.34165 1.47229 -0.12 -0.09 -0.09
H 4.44495 -1.61992 0.21951 -0.09 0.09 0.05
C 0.73503 3.92256 -5.08468 0.11 0.02 0.24
N 0.05787 4.17542 -3.79108 -0.51 -0.47 -0.24
O -1.07538 3.76695 -3.66694 0.40 0.57 0.13
O 0.69828 4.77791 -2.93867 -0.09 0.08 -0.04
H 0.05257 3.38139 -5.73699 -0.01 0.06 0.17
H 0.99890 4.89042 -5.51930 -0.20 -0.76 0.71
H 1.62063 3.32451 -4.87105 -0.50 0.45 0.02
C 1.86730 7.86387 -7.79029 0.04 0.37 -0.07
N 1.04817 6.82166 -7.11999 -0.04 -0.05 0.02
O -0.04506 7.15166 -6.69760 0.31 -0.25 -0.15
O 1.53056 5.70805 -7.04014 0.05 0.93 -0.90
H 1.31337 8.80003 -7.78745 -0.01 -0.17 0.06
H 2.79542 7.96248 -7.22961 -0.04 -0.13 -0.11
H 2.05454 7.52865 -8.80908 0.08 -0.07 0.15
C -2.89565 -6.10306 0.31236 -0.37 0.08 -0.07
N -1.53226 -5.59667 0.61169 -0.12 0.55 0.09
O -1.43888 -4.44903 0.98444 -0.13 -1.11 0.31
O -0.60285 -6.37945 0.45736 -0.03 0.06 0.02
H -3.61246 -5.30445 0.49205 0.20 0.01 -0.06
H -2.91073 -6.40680 -0.73299 0.04 -0.03 0.12
H -3.08381 -6.94814 0.97306 0.12 0.00 -0.13
C 7.60536 2.57369 1.38182 0.04 0.33 -0.16
N 6.69982 1.54492 1.95414 -0.26 0.22 0.08
O 5.58550 1.89938 2.28109 0.39 -0.33 -0.05
O 7.14390 0.41267 2.05378 -0.05 0.13 0.06
H 7.07963 3.52558 1.35356 -0.05 -0.19 0.04
H 8.48125 2.63462 2.02575 -0.02 -0.14 -0.13
H 7.87499 2.25075 0.37690 0.08 -0.08 0.14
C 1.13974 6.46465 -0.18520 -0.25 -0.01 -0.12
N 2.33449 7.22620 0.26607 -0.13 -0.06 0.02
O 2.18203 8.40704 0.53377 0.32 -0.21 -0.02
O 3.38499 6.61448 0.33629 -0.21 0.40 0.04
H 0.28275 7.13366 -0.19929 0.18 -0.02 0.06
H 1.34914 6.08522 -1.18468 -0.01 -0.14 0.20
H 0.98198 5.65095 0.52101 0.10 -0.03 -0.18
C 1.87113 -2.91860 5.31222 -0.13 -0.04 0.26
N 2.16460 -1.55725 4.79445 -0.11 0.11 -0.20
O 2.69231 -0.76663 5.55951 -0.06 -0.10 -0.23
O 1.85479 -1.33204 3.64073 0.62 -0.14 0.74
H 2.19630 -2.97783 6.34440 -0.07 0.18 -0.24
H 0.79544 -3.07281 5.23679 0.10 0.01 -0.20
H 2.41667 -3.62953 4.69407 -0.15 0.08 -0.03
C 3.52226 -0.04092 -5.32087 0.12 -0.34 0.07
N 3.89774 1.38399 -5.51473 0.07 -0.19 0.05
O 5.03555 1.62417 -5.88372 -0.31 0.17 0.06
O 3.03507 2.20905 -5.28802 0.93 -0.39 -0.32
H 4.38204 -0.66405 -5.55695 -0.02 0.21 0.00
H 3.22822 -0.16495 -4.27883 -0.25 0.05 -0.16
H 2.69256 -0.25591 -5.99204 -0.08 0.10 0.25
C -9.56832 -0.71697 2.77569 0.18 -0.17 0.18
N -10.68789 -0.84288 1.80585 0.11 0.15 -0.04
O -11.46442 -1.77533 1.96061 -0.03 0.17 -0.16
O -10.75238 -0.00776 0.92661 -0.22 -0.41 0.30
H -9.64044 -1.52593 3.49771 0.00 0.12 -0.13
H -8.63666 -0.78176 2.21594 -0.08 0.17 0.05
H -9.66660 0.24879 3.26797 0.11 -0.04 -0.15
C -5.70124 3.81326 1.89596 -0.09 -0.37 -0.45
N -4.44309 4.00060 2.66688 0.31 -0.31 -0.27
O -3.45281 3.42568 2.27199 -0.35 0.37 0.44
O -4.50189 4.72819 3.65169 0.07 0.01 -0.06
H -5.50623 3.14849 1.05092 0.19 0.06 -0.04
H -6.43556 3.37538 2.57097 0.06 0.18 0.04
H -6.01975 4.79435 1.54737 0.00 -0.07 0.15
C 9.54444 -2.04370 0.14772 -0.11 -0.34 0.04
N 9.22224 -0.66923 -0.31260 -0.39 0.11 -0.15
O 8.15362 -0.50454 -0.87252 0.56 0.13 0.23
O 10.05468 0.19383 -0.09481 -0.26 -0.15 -0.08
H 8.71828 -2.70212 -0.11129 0.04 0.18 0.00
H 10.45809 -2.35322 -0.35726 -0.01 0.11 0.13
H 9.68269 -2.00378 1.22691 0.08 0.06 -0.12
C 2.64253 -5.37148 -1.84272 -0.23 0.11 0.18
N 3.22221 -4.04583 -1.50913 -0.38 0.26 -0.16
O 2.83047 -3.08992 -2.14656 0.44 -0.18 0.29
O 4.05287 -4.01424 -0.61323 -0.06 0.09 -0.16
H 1.92441 -5.24670 -2.64979 0.11 0.12 0.12
H 3.45719 -6.01589 -2.14831 -0.01 0.30 0.28
H 2.15313 -5.74920 -0.94504 0.07 0.06 -0.02
C 4.68556 -4.81586 9.07945 0.21 0.00 0.29
N 3.71236 -4.13751 8.18538 -0.11 0.19 -0.02
O 3.27481 -3.06263 8.54797 0.05 -0.37 -0.18
O 3.42378 -4.71176 7.15049 0.19 -0.01 0.46
H 4.84704 -4.19398 9.95700 -0.09 0.00 -0.16
H 4.25827 -5.77702 9.36042 0.08 0.04 -0.15
H 5.61119 -4.94302 8.52048 -0.14 -0.10 -0.01
C -11.61540 -3.80416 5.34464 -0.35 0.04 -0.07
N -10.24630 -3.33730 5.68330 0.20 0.17 0.08
O -10.12904 -2.19549 6.08829 0.04 -0.36 -0.09
O -9.34055 -4.13474 5.52878 -0.26 0.23 0.08
H -12.31715 -2.99416 5.52943 0.18 -0.04 -0.03
H -11.61606 -4.08259 4.29189 0.05 -0.04 0.11
H -11.83676 -4.65999 5.98047 0.11 0.00 -0.13
C -2.55883 8.27600 -4.93258 -0.08 -0.35 0.03
N -2.96972 9.63151 -5.38325 -0.11 -0.09 0.01
O -4.08959 9.75499 -5.84577 0.37 0.22 0.07
O -2.15148 10.52629 -5.25702 -0.30 -0.11 -0.12
H -3.38061 7.58472 -5.10408 0.05 0.16 0.02
H -1.68489 7.98815 -5.51458 -0.08 0.12 0.21
H -2.32389 8.33957 -3.87131 0.09 0.02 -0.13
C 3.02311 -9.75424 -3.20122 -0.28 -0.19 -0.16
N 3.60888 -8.42894 -2.87350 -0.03 0.08 -0.09
O 3.21705 -7.46926 -3.51283 0.34 -0.74 -0.16
O 4.44080 -8.39934 -1.98581 -0.19 0.08 -0.30
H 2.30152 -9.62881 -4.00523 0.11 0.09 0.11
H 3.83848 -10.40536 -3.51191 -0.04 0.05 0.16
H 2.53780 -10.12996 -2.30184 0.16 0.00 -0.04
```
Forces are in eV/Å.

Calculated values
**E_HOMO**: 0.045 eV
**Electronic energy**: -132636.726 eV
**Multiplicity**: 1
**Orbital gap**: 2.1 eV
**Charge**: -2

Record 2
Below is C4H7N3 in the gas phase in a non-equilibrium geometry, with properties calculated with ωB97M-V with the def2-TZVPD basis set.

XYZ file:
```
14
Properties=species:S:1:pos:R:3:forces:R:3
C 0.11187 0.01314 -2.35389 -0.24 0.04 -0.34
N 0.77412 0.50796 -1.27596 0.69 0.43 -0.43
C 0.40254 0.37363 -0.01683 0.28 0.11 1.21
N 1.15004 0.77776 1.05890 -0.62 -0.33 -1.62
N 0.49439 0.23423 2.06664 0.38 0.16 1.34
C -0.59968 -0.47653 1.80803 -0.52 -0.31 -0.14
C -0.79100 -0.45585 0.33325 -0.06 -0.12 -0.04
H -0.71587 -1.43215 -0.21203 -0.03 0.15 0.21
H -0.94578 -0.18323 -2.24421 0.14 -0.05 -0.02
H 0.51937 0.25994 -3.32308 -0.04 -0.03 0.11
H 1.67967 0.94096 -1.42356 -0.16 -0.08 0.00
H 0.86461 0.39779 2.99323 -0.10 -0.03 -0.19
H -1.18515 -0.92546 2.59563 0.09 0.08 -0.13
H -1.75913 -0.03219 -0.00612 0.18 -0.02 0.05
```
Forces are in eV/Å.

Calculated values
**E_HOMO (spin up / spin down)**: -6.296 / -5.723 eV
**Energy relative to the best compared isomer or geometry (same formula, charge and spin)**: 3.631 eV
**Electronic energy**: -8728.048 eV
**Multiplicity**: 1
**Orbital gap (spin up / spin down)**: 7.3 / 6.7 eV

Record 3
Below is C7H10INO4S in the gas phase in a non-equilibrium geometry, with properties calculated with ωB97M-V with the def2-TZVPD basis set.

XYZ file:
```
24
Properties=species:S:1:pos:R:3:forces:R:3
C 0.18363 -3.15145 0.26301 0.14 0.27 -0.18
C -0.76569 -2.50642 -0.08519 -0.14 0.16 0.34
C -1.84725 -1.59784 -0.48791 0.32 -0.06 -0.64
C -1.26744 -0.35672 -1.24096 0.26 -0.29 0.94
C -1.25187 0.92967 -0.37676 -0.08 0.01 -0.69
C 0.13859 1.42478 -0.01373 0.58 0.97 0.05
I -0.00950 3.53518 0.56694 -0.05 -0.19 0.11
O 1.03887 1.47712 -1.12035 -0.34 -0.77 -0.15
S 2.34684 0.56851 -0.91318 0.29 -0.15 -0.03
O 3.44816 1.34089 -1.34800 0.07 0.19 0.56
O 2.19810 -0.74068 -1.44339 -0.53 0.02 -0.02
O 2.22049 0.46341 0.68221 0.32 0.65 -0.55
C 0.85489 0.57387 1.06765 -1.00 -0.84 0.57
N 0.78195 0.94644 2.44308 0.38 0.19 -0.33
H 1.11810 -3.60464 0.49644 -0.14 -0.20 0.06
H -2.42968 -1.29498 0.38111 -0.09 -0.05 0.01
H -2.50985 -2.13195 -1.17074 -0.11 -0.04 0.14
H -0.24147 -0.61332 -1.49780 -0.06 0.03 -0.33
H -1.81203 -0.19021 -2.16511 -0.05 0.09 0.01
H -1.81743 0.78971 0.54619 0.08 0.06 0.09
H -1.75333 1.72686 -0.92277 -0.01 0.03 0.05
H 0.37442 -0.41319 1.00814 0.26 -0.06 -0.16
H -0.18412 0.95780 2.74406 0.02 -0.05 0.11
H 1.18560 1.86717 2.58706 -0.12 0.02 0.03
```
Forces are in eV/Å.

Calculated values
**E_HOMO**: -10.018 eV
**Electronic energy**: -36034.438 eV
**Multiplicity**: 1
**Orbital gap**: 10.0 eV

Record 4
Below is a molecular structure, C27H18AsBrCl2N3S5Y, with properties calculated with ωB97M-V with the def2-TZVPD basis set.

XYZ file:
```
58
Properties=species:S:1:pos:R:3:forces:R:3
Y 1.18354 -2.15834 -0.27285 -0.04 0.06 -0.33
Br 3.26407 -2.71548 2.04110 0.12 0.00 0.06
C 2.44070 -1.81353 3.48644 -0.07 0.02 0.01
C 3.05429 -1.83513 4.70598 0.09 -0.07 -0.03
C 2.44843 -1.19650 5.80532 -0.06 0.03 0.01
C 1.24576 -0.57168 5.64626 0.01 0.00 -0.01
C 0.59683 -0.54528 4.38553 0.00 -0.01 -0.03
C -0.66364 0.08528 4.24045 0.06 -0.05 -0.05
C -1.27528 0.08637 3.02141 0.02 0.00 0.07
C -0.64725 -0.51814 1.90914 0.00 -0.04 -0.07
C 0.58388 -1.15199 1.94620 -0.30 0.16 0.12
C 1.19598 -1.16300 3.24666 0.00 -0.02 -0.02
H 4.00085 -2.34689 4.82273 -0.01 0.00 0.00
H 2.94144 -1.21495 6.77021 -0.01 0.01 0.01
H 0.76015 -0.08526 6.48610 0.00 0.00 0.01
H -1.12204 0.54532 5.10977 -0.01 0.01 -0.01
H -2.24945 0.54847 2.89644 0.00 0.01 0.02
H -1.20853 -0.48169 0.97764 0.10 -0.03 0.09
S 5.06225 -2.90866 -3.58093 -0.17 0.01 -0.02
As 3.31614 -2.58010 -2.44636 0.21 -0.06 0.25
S 3.49756 -0.87213 -1.02743 0.07 -0.09 -0.06
S 2.75680 -4.21996 -1.04660 0.20 0.05 -0.09
S 1.41001 -2.18131 -3.37613 -0.06 -0.05 0.05
Cl 0.36490 -4.47597 1.62776 -0.04 -0.09 -0.09
C -1.29747 -4.07870 1.93885 -0.01 0.01 0.09
C -1.78433 -4.37998 3.19765 0.04 0.02 -0.03
C -3.09607 -4.07699 3.51982 -0.07 0.01 0.05
C -3.89725 -3.46465 2.57055 0.02 0.02 -0.05
C -3.37936 -3.17005 1.32194 0.08 0.00 -0.04
Cl -4.44744 -2.36889 0.19601 -0.04 0.01 0.01
C -2.05667 -3.46079 0.92860 -0.19 0.03 0.16
S -1.45868 -3.09838 -0.65385 0.12 -0.10 -0.10
H -1.12028 -4.83714 3.91862 -0.01 0.00 0.01
H -3.48710 -4.29941 4.50428 0.01 0.00 0.00
H -4.92318 -3.19759 2.78608 0.01 -0.01 0.02
C -1.92384 1.05180 -2.36750 -0.02 -0.02 0.00
C -1.35281 0.12423 -1.50528 -0.13 0.01 0.08
N -0.03863 -0.06887 -1.39891 -0.12 0.28 -0.11
C 0.73923 0.67722 -2.18993 0.14 -0.15 0.00
C 0.27016 1.64962 -3.07077 -0.12 -0.02 0.02
C -1.10892 1.82578 -3.16571 0.15 0.05 -0.03
C 1.28543 2.26680 -3.92578 0.01 0.07 -0.05
C 1.38293 3.45760 -4.54106 -0.05 -0.03 0.05
C 0.55513 4.65835 -4.45532 -0.08 0.16 0.01
C 0.85595 5.75464 -5.27662 0.08 -0.09 -0.04
C 0.09238 6.89129 -5.15189 -0.04 0.07 0.01
N -0.91142 7.00015 -4.27782 0.02 -0.10 0.03
C -1.11274 5.91314 -3.53617 0.02 0.06 -0.01
N -0.45057 4.76797 -3.57611 0.03 -0.14 0.00
H -3.00104 1.13544 -2.42020 0.00 -0.02 0.01
H -1.98835 -0.52286 -0.91260 0.05 0.00 -0.02
H 1.80132 0.46189 -2.12997 -0.02 0.03 0.04
H -1.52615 2.53113 -3.86852 -0.01 0.03 0.01
H 2.12421 1.59667 -4.09737 0.02 0.00 0.00
H 2.25585 3.59406 -5.17054 0.01 -0.01 0.01
H 1.66900 5.70540 -5.98880 -0.01 -0.01 0.01
H 0.28617 7.76108 -5.77196 0.01 -0.01 -0.01
H -1.91282 5.97055 -2.80459 -0.01 0.01 -0.02
```
Forces are in eV/Å.

Calculated values
**E_HOMO**: -1.860 eV
**Energy relative to the best compared isomer or geometry (same formula, charge and spin)**: 0.108 eV
**Electronic energy**: -243914.134 eV
**Multiplicity**: 1
**Orbital gap**: 5.2 eV
**Charge**: -2